DFT (ωB97M-V with the def2-TZVPD basis set) results for a structure of composition C23H27N8ORuSSe2.

The geometry in XYZ format:
```
63
Properties=species:S:1:pos:R:3:forces:R:3
Ru -0.7851 -0.8365 0.1358 0.078 -0.058 0.123
C -3.1147 1.0242 0.4915 -0.015 -0.007 -0.009
C -2.1473 1.1862 1.6705 0.003 0.007 0.007
N -0.7419 0.9624 1.2713 0.016 -0.021 -0.004
C -0.0228 2.1956 0.8322 0.009 -0.017 -0.016
C -0.7562 3.1949 -0.0559 -0.018 0.007 0.015
S -0.8100 2.9224 -1.8442 0.018 -0.001 -0.009
C -2.4246 2.1880 -2.1644 0.001 -0.009 0.025
C -2.6393 0.6939 -1.9685 -0.007 0.008 0.002
N -2.5826 0.1261 -0.5792 -0.035 0.057 -0.010
H -3.3460 1.9925 0.0630 -0.002 -0.001 0.000
H -4.0585 0.6247 0.8654 0.003 -0.006 0.001
H -2.3747 0.4507 2.4398 0.001 0.004 0.003
H -2.2799 2.1732 2.1237 0.002 0.004 -0.001
H -0.2484 0.6847 2.1185 -0.010 0.015 0.011
H 0.8975 1.8802 0.3428 -0.001 -0.002 0.009
H 0.2501 2.7361 1.7447 0.003 0.010 -0.005
H -0.1908 4.1243 0.0314 0.001 0.000 0.005
H -1.7522 3.4362 0.3171 -0.004 -0.003 -0.008
H -2.5533 2.3543 -3.2364 -0.008 0.002 0.000
H -3.2019 2.7895 -1.6921 0.000 -0.002 0.002
H -1.9042 0.1530 -2.5586 0.007 -0.010 0.004
H -3.6294 0.4720 -2.3795 0.005 -0.007 -0.016
H -3.2148 -0.6630 -0.6309 0.024 -0.010 0.017
Se 0.2615 -1.5247 3.3913 -0.005 0.010 0.032
Se 1.1670 -1.8063 1.2306 0.024 0.031 -0.070
C 2.3948 -0.3024 1.3204 0.005 -0.025 -0.052
C 3.2336 -0.1076 0.2319 -0.005 0.001 0.011
C 4.0611 1.0008 0.2647 0.005 0.015 0.010
C 4.0324 1.8317 1.3781 0.012 -0.005 -0.020
C 3.1722 1.5219 2.4154 -0.023 -0.019 0.008
N 2.3490 0.4675 2.3857 0.003 0.018 0.026
C -1.4548 -2.1652 2.8440 -0.011 -0.007 0.033
C -2.1797 -2.9013 3.7744 -0.001 0.007 -0.020
C -3.4329 -3.3719 3.4346 -0.007 0.000 -0.011
C -3.8960 -3.1453 2.1474 -0.003 -0.008 0.018
C -3.1041 -2.4279 1.2771 0.011 0.003 -0.006
N -1.9192 -1.8882 1.6127 -0.020 -0.008 -0.020
H 3.2303 -0.7793 -0.6160 -0.004 -0.001 0.005
H 4.7172 1.2110 -0.5693 -0.001 0.000 -0.001
H 4.6714 2.7009 1.4431 0.000 0.001 0.002
H 3.1274 2.1337 3.3082 0.004 0.003 -0.001
H -1.7479 -3.1115 4.7427 0.005 0.002 -0.001
H -4.0191 -3.9358 4.1475 -0.002 0.000 -0.002
H -4.8463 -3.5325 1.8095 -0.001 -0.001 0.003
H -3.4087 -2.3046 0.2480 0.007 -0.001 -0.001
N 1.5011 -0.2791 -5.3500 0.023 -0.045 0.000
C 1.7065 0.1461 -4.2927 -0.075 0.033 0.011
N 1.9481 0.6438 -3.0851 0.121 -0.057 0.063
C 1.1354 0.2759 -2.1624 -0.132 0.117 -0.041
N 0.4067 -0.0072 -1.2996 0.047 -0.113 -0.083
O -1.1957 -2.7035 -0.8701 -0.173 0.090 -0.086
N -0.5953 -3.2365 -1.9287 0.119 -0.049 0.053
C -0.3044 -2.5168 -3.0237 -0.030 0.005 -0.024
C 0.2959 -3.1089 -4.1170 0.007 0.029 -0.006
C 0.5847 -4.4623 -4.0853 -0.008 -0.007 0.012
C 0.2625 -5.1898 -2.9478 0.012 0.001 -0.011
C -0.3230 -4.5547 -1.8777 0.024 0.031 0.023
H -0.5633 -1.4733 -2.9742 0.001 -0.021 0.004
H 0.5406 -2.4822 -4.9645 0.003 0.006 -0.004
H 1.0538 -4.9429 -4.9320 0.002 0.001 0.000
H 0.4680 -6.2479 -2.8758 -0.003 -0.001 -0.002
H -0.5999 -5.0330 -0.9514 -0.002 -0.001 -0.001
```
Positions in Å, forces in eV/Å.

Calculated values
spin multiplicity: 1
energy above the lowest of the compared OMol25 structures with the same formula, charge and spin: 10.4 kcal/mol
total charge: +1

***

DFT (ωB97M-V with the def2-TZVPD basis set) results for the molecule C21H36ClFN5O7PS2.

The geometry in XYZ format:
```
74
Properties=species:S:1:pos:R:3:forces:R:3
C 4.2244 -4.7956 1.2137 0.121 -0.069 -0.082
C 3.6982 -4.9740 -0.2179 0.279 0.787 0.615
C 3.9732 -3.7346 -1.0755 0.189 -1.007 0.143
O 2.8201 -2.9305 -1.0443 -0.149 0.447 0.044
C 3.0294 -1.6080 -1.4813 0.586 -0.404 -0.108
N 2.1671 -0.6815 -0.7826 -0.046 0.810 0.737
C 1.0517 -0.0861 -1.5564 -0.044 0.154 -1.329
C 1.7259 0.7446 -2.6948 -0.219 0.341 -0.190
C 0.8923 1.6619 -3.5967 0.185 0.235 -0.125
C 0.2831 -1.1867 -2.2945 -0.016 -0.902 0.226
O -0.5329 -1.9322 -1.4211 0.127 0.137 -0.238
C -1.7256 -2.4218 -2.0116 -0.484 -0.133 0.578
C -2.2367 -3.5589 -1.1387 0.559 0.271 0.233
C 0.0580 0.8041 -0.7461 -0.274 0.248 0.124
Cl -1.5228 1.0418 -1.6960 0.148 -0.076 -0.140
O -0.3381 0.1766 0.3968 0.800 0.234 -0.135
C -0.9063 0.9826 1.4144 -0.497 -0.364 1.268
C -1.7145 0.0648 2.3393 -0.888 0.343 -0.701
C -3.2403 0.2855 2.1984 0.199 0.277 -0.018
C -3.8447 1.0303 3.3811 -0.185 -0.731 -0.259
S -3.1561 2.6980 3.5710 0.375 0.175 -0.194
C -4.5386 3.6852 3.0313 -0.887 0.127 0.344
S -5.7888 3.9284 4.0350 -0.089 0.005 0.048
N -4.5183 4.2316 1.7594 0.764 -0.213 -0.189
C -3.5989 3.9309 0.7597 -0.063 0.477 -1.063
C -3.9571 4.6698 -0.3255 0.004 -0.364 0.940
N -5.0632 5.4429 -0.0284 -0.439 0.056 0.531
C -5.3853 5.1705 1.2071 0.506 -0.142 -0.749
C 0.5296 2.3042 -0.5356 0.589 -0.404 -0.581
O -0.2382 3.1990 -0.5903 -0.756 0.632 0.487
N 1.9480 2.6042 -0.3561 0.444 -0.833 0.821
C 2.1706 3.6190 0.6017 -0.198 0.005 -0.611
O 2.1568 4.7658 0.3672 0.221 1.523 -0.347
F 2.4644 3.1976 1.8036 -0.090 -0.837 0.774
P 2.2984 -0.8687 0.8908 -1.515 -2.016 0.588
N 1.4576 -1.9816 1.5471 0.181 0.213 0.056
O 2.0520 0.5095 1.6545 0.645 0.623 -0.374
O 3.8499 -1.1471 1.1670 0.473 0.321 -0.652
H 3.4914 -4.2861 1.8290 -0.111 0.086 0.130
H 4.4716 -5.7533 1.6621 -0.119 -0.143 0.153
H 5.1310 -4.1939 1.2445 0.147 0.021 -0.077
H 4.1309 -5.8587 -0.6704 -0.088 -0.157 -0.171
H 2.6206 -5.0462 -0.1235 -0.219 -0.448 -0.409
H 4.2447 -4.0398 -2.0919 -0.194 0.172 -0.224
H 4.8412 -3.2234 -0.6531 -0.011 0.375 -0.028
H 2.8891 -1.6001 -2.5580 -0.173 0.443 -0.075
H 4.0733 -1.3366 -1.3078 0.125 -0.020 0.061
H 2.2319 0.0567 -3.3633 -0.011 -0.324 0.039
H 2.5230 1.3357 -2.2625 0.216 -0.081 0.156
H 1.4685 1.8667 -4.4958 0.133 -0.003 -0.104
H -0.0603 1.2652 -3.9195 -0.100 -0.222 0.021
H 0.6973 2.6360 -3.1564 -0.168 0.080 0.188
H 0.9937 -1.8883 -2.7398 0.226 0.090 -0.001
H -0.2567 -0.7834 -3.1431 -0.378 0.307 0.066
H -1.5701 -2.7388 -3.0422 0.135 -0.016 -0.153
H -2.4794 -1.6355 -1.9890 0.015 0.294 -0.279
H -1.8511 -4.5226 -1.4525 -0.183 -0.200 -0.104
H -3.3159 -3.5435 -1.0432 -0.180 -0.248 -0.248
H -1.8345 -3.3788 -0.1444 -0.029 0.006 0.203
H -1.5806 1.7323 1.0254 0.093 0.149 -0.450
H -0.1411 1.4744 2.0113 0.364 0.142 -0.300
H -1.4517 0.2391 3.3774 0.305 -0.230 0.140
H -1.5170 -0.9590 2.0488 0.456 -0.198 0.236
H -3.7396 -0.6719 2.0701 -0.182 -0.122 0.178
H -3.4708 0.8653 1.3051 0.076 -0.073 -0.257
H -3.6460 0.4640 4.2860 0.093 0.170 0.310
H -4.9234 1.0748 3.2759 -0.156 0.305 0.107
H -2.7765 3.2548 0.8310 0.036 -0.156 0.416
H -3.4696 4.6717 -1.2806 -0.016 0.127 -0.182
H -6.2004 5.5812 1.7679 -0.102 0.061 0.108
H 2.3436 2.9962 -1.2025 -0.377 -0.108 -0.329
H 0.8738 -2.4600 0.8752 -0.017 -0.185 0.059
H 2.0447 0.2617 2.5902 -0.200 0.123 0.074
H 4.4239 -0.4844 0.7558 0.034 0.030 0.272
```
Positions in Å, forces in eV/Å.

Calculated values
structure (SMILES): CCCOCN([C@@](CC)(COCC)[C@@](Cl)(OCCCCSC(=S)n1ccnc1)C(=O)NC(=O)F)P(=N)(O)O
spin multiplicity: 1
energy above the lowest of the compared OMol25 structures with the same formula, charge and spin: 15.3 kcal/mol

***

DFT (ωB97M-V with the def2-TZVPD basis set) results for a cluster of 2 separate species, C14H27BrN2O5S in total.

The geometry in XYZ format:
```
50
Properties=species:S:1:pos:R:3:forces:R:3
C -0.2303 3.2884 3.3552 0.149 0.129 -0.628
N -0.1345 2.8973 1.9606 0.102 0.068 -0.117
C -1.2510 2.0938 1.5171 0.056 0.015 0.522
C -1.0601 1.5035 0.1266 0.818 0.536 -1.623
N -0.7114 0.1425 0.0994 -0.370 0.459 2.381
C -1.4874 -0.8188 0.4238 -0.109 -0.117 -0.467
C -1.3467 -1.5537 1.7157 0.862 -0.905 -0.464
C -2.5499 -1.3360 -0.4986 0.422 0.240 -0.106
O -2.2984 1.7666 -0.6122 -0.571 0.446 -0.459
C -1.9903 2.0856 -1.8909 -1.359 0.530 -1.048
O -2.7548 2.5597 -2.7119 1.734 -1.516 1.686
O -0.6571 1.8061 -2.0663 -0.296 1.103 -0.550
C -0.0484 2.2377 -0.8324 -0.606 -1.268 -0.652
Br -0.2243 4.1847 -0.8717 0.065 0.042 0.266
C 1.3582 1.6808 -0.8123 0.530 1.219 0.275
C 2.4877 2.6123 -1.2630 0.783 -0.755 0.231
C 3.8220 2.0773 -0.7080 -0.790 -0.382 0.205
C 4.0461 2.5206 0.7297 -0.115 -0.116 -0.297
O 5.4149 2.4671 1.0911 0.012 0.290 -0.141
H 0.7641 3.5120 3.7126 0.260 -0.044 0.279
H -0.7928 4.2133 3.4296 -0.340 0.082 0.155
H -0.6948 2.5138 3.9650 -0.029 -0.092 0.310
H 0.7477 2.4630 1.7509 0.114 -0.270 0.161
H -2.1497 2.6982 1.5198 -0.178 0.333 -0.141
H -1.4316 1.3014 2.2477 -0.137 -0.427 -0.108
H -1.8208 -1.0336 2.5387 -0.171 0.377 0.046
H -0.2893 -1.6493 1.9249 0.284 0.142 0.285
H -1.7353 -2.5613 1.6538 -0.273 -0.209 0.048
H -2.4181 -2.4108 -0.5598 -0.225 -0.320 0.123
H -3.5374 -1.0835 -0.1330 -0.339 -0.077 0.052
H -2.3722 -0.9317 -1.4827 -0.274 0.264 -0.271
H 1.3879 0.8100 -1.4461 -0.255 -0.414 -0.085
H 1.5884 1.3555 0.1929 -0.122 -0.207 0.319
H 2.5623 2.5896 -2.3407 -0.235 0.413 -0.340
H 2.3728 3.6181 -0.8881 -0.267 0.340 -0.211
H 3.7222 0.9949 -0.6845 0.397 -0.343 -0.245
H 4.6631 2.3198 -1.3410 0.252 0.300 -0.035
H 3.4736 1.8711 1.3859 -0.206 -0.096 0.239
H 3.6386 3.5210 0.8618 0.270 0.352 0.107
H 5.5080 1.8047 1.7685 0.214 -0.222 0.280
C -1.4938 -6.9796 -1.0116 -0.091 -0.054 0.006
S -0.3918 -5.6020 -1.3507 0.076 -0.056 -0.080
O -0.4823 -4.6783 -0.1897 -0.131 0.130 0.068
C -1.3816 -4.8873 -2.6691 -0.078 0.025 -0.047
H -1.0782 -7.5404 -0.1777 0.045 0.025 0.010
H -2.4813 -6.6024 -0.7463 0.018 0.048 0.003
H -1.5524 -7.6215 -1.8904 0.023 0.000 -0.007
H -2.3777 -4.6520 -2.2934 0.013 -0.014 0.043
H -1.4438 -5.5917 -3.4982 0.022 -0.005 -0.006
H -0.8879 -3.9765 -3.0009 0.043 -0.001 0.027
```
Positions in Å, forces in eV/Å.

Calculated values
spin multiplicity: 1

***

In order of appearance, lowest unoccupied orbital energy = -3.206 -0.808 0.380 eV.
In order of appearance, largest force on an atom = 0.0041 0.0504 0.0555 hartree/bohr.